Entry 1:
C6H13N2 | ωB97M-V/def2-TZVPD

Geometry (Å):
1 C -2.04373 0.06765 0.17412
2 C -0.69664 -1.96705 0.04311
3 C 0.34190 1.79407 0.79570
4 C 1.67154 -0.18453 0.24687
5 C -0.03133 0.54148 -1.32654
6 C -0.79221 -0.49495 0.66263
7 N -3.00649 0.37051 -0.34951
8 N 0.32739 0.46079 0.10586
9 H -0.84185 -1.92550 -1.06880
10 H 0.26151 -2.20935 0.37291
11 H -1.44729 -2.64910 0.51315
12 H -0.60342 2.19597 0.72112
13 H 0.89211 1.69441 1.68878
14 H 0.83563 2.49438 0.10565
15 H 1.77416 -0.94686 -0.50392
16 H 2.45915 0.55810 0.13116
17 H 1.70690 -0.88724 1.21506
18 H -0.76153 1.20351 -1.51950
19 H 0.81919 0.82266 -2.01590
20 H -0.21681 -0.41138 -1.69478
21 H -0.64819 -0.52757 1.70283

Results
SMILES: C[C@H](C#N)[N+](C)(C)C
Gap between HOMO and LUMO: 13.2298 eV
E_HOMO: -0.59254 Ha
Max |F|: 4.86 eV/A
2S+1: 1
LUMO energy: -2.9 eV
Charge: +1
ΔE to the lowest compared entry with this formula, charge and spin: 266.54 kJ/mol



Entry 2:
C6H13N2 | ωB97M-V/def2-TZVPD

Geometry (Å):
1 C -0.94597 -1.74053 -0.14792
2 C 0.31458 0.12747 0.28892
3 C -1.15773 0.49040 -0.34202
4 C -2.15597 1.27115 0.47587
5 C 2.74668 0.02823 0.05366
6 C 1.48013 0.56766 -0.61511
7 N 0.13501 -1.37653 0.37952
8 N -1.69970 -0.81713 -0.61252
9 H -1.13161 -2.74481 -0.11104
10 H 0.31363 0.44320 1.24857
11 H -0.87282 0.90434 -1.25150
12 H -1.91387 0.88572 1.42667
13 H -3.27030 0.97851 0.15472
14 H -2.04868 2.42103 0.43986
15 H 2.77072 -0.95359 0.31272
16 H 2.96791 0.49442 0.92877
17 H 3.57197 0.29440 -0.51632
18 H 1.48019 0.05939 -1.67750
19 H 1.28183 1.69267 -0.59648
20 H 0.81670 -1.98002 0.83859
21 H -2.68270 -1.04597 -0.67748

Results
SMILES: CC[C@@H]1NC=[NH+][C@H]1C
Gap between HOMO and LUMO: 11.7732 eV
E_HOMO: -0.53807 Ha
Max |F|: 4.97 eV/A
2S+1: 1
LUMO energy: -2.9 eV
Charge: +1
ΔE to the lowest compared entry with this formula, charge and spin: 139.62 kJ/mol



Entry 3:
C6H13N2O | ωB97M-V/def2-TZVPD

Geometry (Å):
1 C -1.66497 0.01185 -1.26818
2 C -1.00327 -1.80999 -0.21550
3 C -1.12861 -3.21837 0.04357
4 C 1.72836 1.36303 -0.50726
5 C -0.06847 1.85051 1.16455
6 C 0.19320 1.35520 -0.26533
7 N 0.14132 -1.26631 -0.18729
8 N -0.34720 0.20767 -0.92313
9 O -2.02270 -1.18895 -0.68275
10 H -1.82247 -0.36784 -2.43761
11 H -2.53484 0.77297 -0.95432
12 H -2.07667 -3.50747 0.49839
13 H -0.26375 -3.41714 0.58964
14 H -1.06767 -3.76121 -0.84615
15 H 2.37663 0.85076 0.41901
16 H 1.98818 0.73649 -1.40639
17 H 2.11818 2.33959 -0.60095
18 H 0.43263 1.24404 1.88253
19 H -1.10098 2.11881 1.43343
20 H 0.55364 2.66470 1.24707
21 H -0.16917 2.21506 -0.92552
22 H 1.12507 -1.42979 -0.16745

Results
SMILES: CC1=[NH+]N(C(C)C)CO1
Gap between HOMO and LUMO: 9.7684 eV
E_HOMO: -0.50231 Ha
Max |F|: 6.93 eV/A
2S+1: 1
LUMO energy: -3.9 eV
Charge: +1
ΔE to the lowest compared entry with this formula, charge and spin: 466.75 kJ/mol



Entry 4:
C6H13N2O2 | ωB97M-V/def2-TZVPD

Geometry (Å):
1 C 1.62979 -0.45980 -1.11473
2 C 0.41297 2.00686 1.66563
3 C -1.82124 0.16365 0.09920
4 C 0.29468 -0.81923 -0.31421
5 C -0.01913 1.78461 0.11345
6 C -0.56386 0.40426 -0.06274
7 N -1.55131 -3.14085 0.65037
8 N -0.88245 -3.19726 1.75660
9 O -1.28035 -2.50353 2.70267
10 O 0.06170 -3.97429 1.90005
11 H 1.37963 -0.04567 -2.04029
12 H 2.36807 -1.28698 -1.25671
13 H 2.06429 0.34656 -0.53124
14 H 0.57919 3.02919 1.92298
15 H -0.52214 1.75172 2.30096
16 H 1.07842 1.21101 1.90568
17 H -1.11362 -3.86645 0.02110
18 H -2.44690 -0.80827 0.30773
19 H -2.56434 0.97619 0.27877
20 H -0.25045 -1.41583 -1.00655
21 H 0.47636 -1.40516 0.58529
22 H -0.79265 2.58650 -0.02145
23 H 0.76365 2.02164 -0.56189

Results
Gap between HOMO and LUMO: 7.5792 eV
E_HOMO: -0.15078 Ha
Max |F|: 5.94 eV/A
2S+1: 1
LUMO energy: 3.5 eV
Charge: -1
ΔE to the lowest compared entry with this formula, charge and spin: 398.27 kJ/mol



Entry 5:
C6H13N2O3P | ωB97M-V/def2-TZVPD

Geometry (Å):
1 C -1.85094 -2.49938 0.14983
2 C 0.30358 1.80892 2.66011
3 C 0.95554 1.12793 -3.02755
4 C 0.31401 1.62797 1.09189
5 C 0.35090 -0.28618 -2.77527
6 C -1.22134 -1.27834 0.78013
7 N -2.19948 -3.60158 0.05376
8 N -0.78904 -1.56437 2.10482
9 O 1.32292 -1.88633 -0.44913
10 O 0.93350 0.39437 0.63805
11 O -0.37694 -0.32667 -1.58481
12 P 0.30167 -0.85908 -0.20318
13 H 0.85981 2.73567 2.98650
14 H -0.70699 1.91035 3.06768
15 H 0.79114 1.01746 3.15537
16 H 0.24285 1.68465 -3.70346
17 H 1.12204 1.53727 -1.95377
18 H 1.88023 1.01998 -3.55262
19 H 1.05051 2.21762 0.69118
20 H -0.70028 1.55003 0.80626
21 H 1.15511 -1.09928 -2.60437
22 H -0.32193 -0.45404 -3.68608
23 H -1.98387 -0.45941 0.73312
24 H -1.50148 -2.12927 2.63058
25 H 0.06848 -2.18830 1.99095

Results
SMILES: CCOP(=O)(OCC)[C@H](N)C#N
Gap between HOMO and LUMO: 11.2956 eV
E_HOMO: -0.39152 Ha
Max |F|: 3.74 eV/A
2S+1: 1
LUMO energy: 0.6 eV
ΔE to the lowest compared entry with this formula, charge and spin: 0.00 kJ/mol



Entry 6:
C6H13N2O4S2 | ωB97M-V/def2-TZVPD

Geometry (Å):
1 C -0.20826 -1.12817 1.24026
2 C 0.83016 -1.53741 0.54759
3 C 0.43832 0.76536 0.10450
4 C 2.72400 0.02310 -0.05984
5 C -2.84064 1.54576 1.60208
6 C -0.26130 -0.96478 -2.69156
7 N -0.66231 0.13902 0.89085
8 N 1.29078 -0.39965 -0.30013
9 O -2.95728 -0.80820 0.33723
10 O -1.97737 1.20117 -0.81731
11 O 1.70107 0.67174 -2.53399
12 O 2.15852 -1.77127 -2.34812
13 S -2.31526 0.45023 0.35627
14 S 1.33786 -0.64598 -2.13449
15 H -0.76133 -1.89839 1.78902
16 H 1.40921 -2.43186 0.72511
17 H -0.15214 1.34557 -0.75393
18 H 1.06934 1.36833 0.75051
19 H 2.95560 0.84954 -0.65346
20 H 3.18756 0.15460 1.03763
21 H 3.36056 -0.94107 -0.40208
22 H -3.76072 0.90015 2.02436
23 H -2.04455 1.74477 2.27864
24 H -3.07874 2.47731 1.16678
25 H -0.24208 -0.28362 -3.65930
26 H -0.55427 -2.05175 -2.78685
27 H -0.93304 -0.65577 -1.92044

Results
SMILES: C[N@@+]1(S(C)(=O)=O)C=CN(S(C)(=O)=O)C1
Gap between HOMO and LUMO: 10.3986 eV
E_HOMO: -0.49170 Ha
Max |F|: 5.88 eV/A
2S+1: 1
LUMO energy: -3.0 eV
Charge: +1
ΔE to the lowest compared entry with this formula, charge and spin: 341.88 kJ/mol



Entry 7:
C6H13N2OP | ωB97M-V/def2-TZVPD

Geometry (Å):
1 C -3.53560 1.47208 0.01866
2 C -2.73027 0.43442 0.27351
3 C 1.07805 0.72744 0.22742
4 C 3.84636 0.84943 0.11120
5 C -2.37892 -0.62930 -0.78550
6 C -0.71444 -2.08667 0.90682
7 N 3.03997 -0.28410 -0.08413
8 N 1.72812 -0.27865 -0.11164
9 O -0.22374 0.41910 0.20871
10 P -0.61217 -1.00216 -0.39989
11 H -3.68828 2.24496 0.74435
12 H -4.08964 1.56762 -0.95229
13 H -2.14580 0.36849 1.20548
14 H 1.36775 1.66038 0.76020
15 H 4.82774 0.48767 -0.21712
16 H 3.58197 1.76116 -0.25457
17 H 3.90210 0.92687 1.21361
18 H -2.99950 -1.55007 -0.67784
19 H -2.73424 -0.25970 -1.70049
20 H 0.28494 -2.13167 1.46519
21 H -0.91776 -3.09260 0.61405
22 H 3.35716 -0.81664 -0.86955
23 H -0.24381 -0.78805 -1.69616

Results
Gap between HOMO and LUMO (alpha / beta): 4.3509 / 4.6015 eV
E_HOMO (alpha / beta): -0.12198 / -0.26124 Ha
Max |F|: 6.75 eV/A
Expectation value of S²: 2.02
2S+1: 3
LUMO energy (alpha / beta): 1.0 / -2.5 eV
ΔE to the lowest compared entry with this formula, charge and spin: 472.50 kJ/mol



Entry 8:
C6H13N2Si | ωB97M-V/def2-TZVPD

Geometry (Å):
1 C -1.28926 -0.25538 -1.19422
2 C -1.46099 0.99135 -0.44036
3 C 0.77915 -0.70083 0.05620
4 C -2.68926 1.74140 -0.75248
5 C -0.22258 -2.36131 -1.22363
6 C 2.83139 0.94320 1.45396
7 N -0.25729 -0.97003 -0.76324
8 N -0.57799 1.26103 0.41756
9 Si 1.96967 -0.65515 1.44901
10 H -2.06905 -0.64906 -1.85229
11 H -3.55749 1.02812 -0.52774
12 H -2.93272 2.78174 -0.46474
13 H -2.74161 1.69584 -1.80664
14 H 0.69234 -2.83177 -0.97937
15 H -1.00870 -2.91220 -0.69131
16 H -0.48578 -2.49864 -2.36637
17 H 3.07873 1.64962 0.60485
18 H 2.44393 1.67134 2.25514
19 H 3.80100 0.68776 1.88114
20 H -0.50792 2.16589 0.91538
21 H 2.75545 -1.78771 1.20416
22 H 1.44899 -0.99523 2.82498

Results
Gap between HOMO and LUMO (alpha / beta): 7.2803 / 7.2808 eV
E_HOMO (alpha / beta): -0.46598 / -0.46597 Ha
Max |F|: 5.09 eV/A
2S+1: 1
LUMO energy (alpha / beta): -5.4 / -5.4 eV
Charge: +1
ΔE to the lowest compared entry with this formula, charge and spin: 551.58 kJ/mol



Entry 9:
C6H13N3 | ωB97M-V/def2-TZVPD

Geometry (Å):
1 C -0.96699 0.65674 -0.16695
2 C -0.12698 -0.34104 -0.31703
3 C -0.58577 2.04529 0.23992
4 C -2.44371 0.43368 -0.40075
5 C -0.24526 -1.74541 -0.73909
6 C 2.17686 -0.51842 1.28846
7 N 3.46778 0.89595 -0.69417
8 N 2.22522 0.65010 -0.84403
9 N 1.62360 0.00448 0.07863
10 H 0.48806 2.19125 0.19752
11 H -0.93165 2.24658 1.25337
12 H -1.06202 2.76200 -0.42574
13 H -2.64192 0.21168 -1.44731
14 H -3.00042 1.32390 -0.12451
15 H -2.80692 -0.40037 0.19774
16 H 0.17518 -1.87056 -1.73704
17 H 0.29906 -2.40068 -0.05962
18 H -1.29078 -2.04876 -0.75803
19 H 3.10511 0.03413 1.45802
20 H 1.48783 -0.36449 2.11881
21 H 2.41565 -1.58198 1.19911
22 H 3.77478 1.43280 -1.51091

Results
SMILES: [H]/N=N/N(C)C(C)=C(C)C
Gap between HOMO and LUMO: 9.3236 eV
E_HOMO: -0.31097 Ha
Max |F|: 5.42 eV/A
2S+1: 1
LUMO energy: 0.9 eV
ΔE to the lowest compared entry with this formula, charge and spin: 352.97 kJ/mol



Entry 10:
C6H13N3 | ωB97M-V/def2-TZVPD

Geometry (Å):
1 C 1.65515 -0.23389 -0.96978
2 C 0.96857 0.58750 0.21808
3 C 0.43011 1.95205 -0.60142
4 C -0.48727 0.82112 -0.09514
5 C -1.10178 -0.58889 -0.07434
6 C -0.26294 -1.31456 0.92635
7 H 2.79170 -0.41101 -0.70086
8 H 1.49776 0.37868 -1.95777
9 H 1.15905 -1.35582 -0.91120
10 H 1.00374 1.84162 -1.54520
11 H 0.42531 2.87441 0.04583
12 H -1.98168 1.34622 1.41710
13 H -0.20543 1.23029 1.95922
14 H -2.18423 -0.46092 0.30677
15 H -1.58122 -0.33471 -1.89575
16 H -2.17349 -1.85809 -1.31771
17 H 0.12259 -2.31572 0.62958
18 H -0.77486 -1.59438 1.89325
19 H 1.72621 -0.61503 1.56723
20 N -0.93257 1.46073 1.14864
21 N -1.00599 -1.21890 -1.35939
22 N 0.91127 -0.19072 1.31650

Results
Gap between HOMO and LUMO: 8.3920 eV
E_HOMO: -0.28623 Ha
Max |F|: 8.92 eV/A
2S+1: 1
LUMO energy: 0.6 eV
ΔE to the lowest compared entry with this formula, charge and spin: 840.63 kJ/mol



Number 1: E -9404.1052 eV. Number 2: E -9405.4206 eV. Number 3: E -11449.8766 eV. Number 4: E -13504.4438 eV. Number 5: E -24844.3753 eV. Number 6: E -39262.2156 eV. Number 7: E -20739.4997 eV. Number 8: E -17279.2030 eV. Number 9: E -10899.7538 eV. Number 10: E -10894.6996 eV.